Formula: C3H7NO5S2
Source: the Open Molecules 2025 dataset
Level of theory: ωB97M-V with the def2-TZVPD basis set

Summary:
ΔE to the lowest compared entry with this formula, charge and spin = 0.1664 eV
E_tot = -36619.03636 eV
Largest force on an atom = 4.240 eV Å⁻¹
Lowest unoccupied orbital energy = 0.0121 hartree
HOMO-LUMO gap = 10.940 eV
Charge = 0

Geometry as XYZ:
```
18
Properties=species:S:1:pos:R:3:forces:R:3:lowdin_charge:R:1
C -2.772494 -0.735873 -0.122252 -1.34 0.89 -0.03 -0.357
C -0.595949 2.433510 -0.489216 1.39 -0.57 -0.07 -0.074
C 1.779058 -1.887767 0.823397 -0.98 1.03 -0.72 -0.095
N 0.336609 -0.388691 -0.964107 -1.25 0.56 -0.50 -0.308
O -2.256326 -1.608628 0.488482 -0.98 -0.60 -0.20 0.101
O -0.425337 0.495863 1.333542 -0.02 -0.03 -0.05 -0.279
O -2.064165 0.352597 -0.529742 0.72 0.88 -1.05 -0.212
O 2.817795 -0.859738 -1.280855 0.36 -0.46 -1.63 -0.290
O 2.054280 0.815441 0.334912 -0.46 -2.22 -0.91 -0.377
S -0.456808 0.610196 -0.088666 -2.52 0.87 1.21 0.760
S 1.818101 -0.496296 -0.354746 2.36 1.84 3.01 0.539
H -3.936901 -0.487085 -0.433074 2.76 -1.09 0.80 0.202
H -1.663610 2.726103 -0.623041 1.05 -0.30 0.66 0.084
H 0.108674 2.970751 0.210107 -1.42 -0.71 -0.10 0.097
H -0.056210 2.562205 -1.408581 -0.07 -0.10 -0.87 0.050
H 2.443687 -1.680993 1.620930 0.45 0.53 0.87 0.059
H 0.760764 -2.041838 1.123271 -0.43 0.15 0.54 0.049
H 2.108828 -2.779754 0.359642 0.40 -0.66 -0.96 0.052
```
Positions in Å, forces in eV/Å.

Formula: C18H22F2O2
Source: the Open Molecules 2025 dataset
Level of theory: ωB97M-V with the def2-TZVPD basis set

Summary:
ΔE to the lowest compared entry with this formula, charge and spin = 0.0000 eV
E_tot = -28551.14038 eV
Largest force on an atom = 3.914 eV Å⁻¹
Lowest unoccupied orbital energy = 0.0214 hartree
HOMO-LUMO gap = 10.017 eV
Charge = 0
SMILES string = Fc1ccccc1.Fc1ccccc1.CC(C)=O.CC(C)=O

Geometry as XYZ:
```
44
Properties=species:S:1:pos:R:3:forces:R:3:lowdin_charge:R:1
F -0.639158 -2.665371 -1.239777 0.08 -0.14 0.27 0.028
C -1.415691 -3.073659 -0.207559 -0.66 0.15 1.00 -0.267
C -1.083409 -2.706925 1.101726 -1.27 -0.07 0.59 -0.013
C -1.959469 -3.062371 2.165849 -0.06 -0.37 -2.31 -0.052
C -3.114626 -3.826142 1.854223 1.13 0.67 0.94 -0.088
C -3.371548 -4.225608 0.554648 -0.19 0.33 -0.54 -0.088
C -2.583349 -3.786800 -0.500628 1.72 0.19 0.25 -0.015
H -0.294888 -2.019475 1.370143 0.41 -0.20 -0.44 0.100
H -1.681944 -2.680538 3.137237 -0.40 -0.25 0.21 0.100
H -3.800402 -4.072229 2.651431 -0.04 -0.19 0.00 0.098
H -4.229153 -4.836283 0.313842 -0.15 0.01 0.17 0.106
H -2.701658 -4.022673 -1.547896 -0.52 -0.24 0.04 0.107
F 2.402924 3.102575 0.980354 -0.47 -0.20 -0.75 0.040
C 1.585903 2.488396 0.087216 -1.68 -1.52 -1.29 -0.235
C 0.915671 3.163322 -0.966670 1.01 0.87 1.07 -0.037
C 0.059103 2.542875 -1.826514 -0.88 -2.26 -0.10 -0.090
C -0.227061 1.162729 -1.680074 0.73 0.02 1.53 -0.061
C 0.405808 0.438961 -0.639914 0.08 1.78 -0.12 -0.061
C 1.308269 1.099251 0.234860 0.30 1.40 -0.47 -0.005
H 0.925712 4.221602 -1.181945 0.82 0.29 0.69 0.110
H -0.436049 3.162435 -2.559569 -0.09 -0.18 -0.14 0.106
H -1.006450 0.603471 -2.176246 0.06 0.50 -0.58 0.073
H 0.085117 -0.581556 -0.491287 0.39 -0.05 0.11 0.064
H 1.847637 0.640531 1.050377 -0.20 -0.49 0.04 0.103
C 1.895023 3.562034 4.173687 -0.23 0.80 0.15 -0.038
C 2.893982 3.954158 5.237009 -1.84 -1.46 3.13 -0.470
O 2.470851 4.055979 6.412925 1.59 0.23 -2.75 0.027
C 4.314492 4.031796 4.810534 0.47 0.08 0.30 -0.027
H 2.076651 4.181669 3.295527 -0.32 0.04 -0.13 0.073
H 0.923721 3.737663 4.636097 -0.09 0.06 -0.42 0.083
H 1.926350 2.528539 3.828727 0.43 -0.08 0.26 0.084
H 4.438968 3.329902 3.985943 0.21 0.42 -0.28 0.082
H 5.050292 3.784234 5.575657 -0.36 -0.03 0.28 0.086
H 4.511460 5.070789 4.546326 0.12 -0.04 -0.52 0.094
C -2.018674 -1.741757 -3.768187 -0.54 0.45 1.31 -0.034
C -1.432309 -1.494423 -5.117143 0.14 -1.32 -2.18 -0.438
O -1.991544 -0.813611 -5.963357 0.78 -0.42 1.18 0.055
C -0.151173 -2.350468 -5.499593 -0.14 1.11 1.41 -0.010
H -1.595255 -1.094150 -3.000434 0.43 0.21 -0.22 0.051
H -1.862735 -2.720985 -3.315538 0.12 -0.16 -0.66 0.058
H -3.078029 -1.491574 -3.710931 -0.06 -0.08 -0.47 0.094
H -0.255307 -3.032248 -6.343653 -0.32 0.33 0.01 0.078
H 0.201869 -2.891061 -4.621395 -0.35 -0.41 0.02 0.058
H 0.690079 -1.673003 -5.646025 -0.14 0.24 -0.60 0.073
```
Positions in Å, forces in eV/Å.

Q: Which value of largest force on an atom does entry 2 give?
A: 3.914 eV Å⁻¹

Q: Among the records above, which one has the highest HOMO-LUMO gap?
A: C3H7NO5S2

Q: charge of number 1 (C3H7NO5S2)?
A: 0

What did the first record say?
Formula: C3H7NO5S2
Source: the Open Molecules 2025 dataset
Level of theory: ωB97M-V with the def2-TZVPD basis set

Summary:
ΔE to the lowest compared entry with this formula, charge and spin = 0.1664 eV
E_tot = -36619.03636 eV
Largest force on an atom = 4.240 eV Å⁻¹
Lowest unoccupied orbital energy = 0.0121 hartree
HOMO-LUMO gap = 10.940 eV
Charge = 0

Geometry as XYZ:
```
18
Properties=species:S:1:pos:R:3:forces:R:3:lowdin_charge:R:1
C -2.772494 -0.735873 -0.122252 -1.34 0.89 -0.03 -0.357
C -0.595949 2.433510 -0.489216 1.39 -0.57 -0.07 -0.074
C 1.779058 -1.887767 0.823397 -0.98 1.03 -0.72 -0.095
N 0.336609 -0.388691 -0.964107 -1.25 0.56 -0.50 -0.308
O -2.256326 -1.608628 0.488482 -0.98 -0.60 -0.20 0.101
O -0.425337 0.495863 1.333542 -0.02 -0.03 -0.05 -0.279
O -2.064165 0.352597 -0.529742 0.72 0.88 -1.05 -0.212
O 2.817795 -0.859738 -1.280855 0.36 -0.46 -1.63 -0.290
O 2.054280 0.815441 0.334912 -0.46 -2.22 -0.91 -0.377
S -0.456808 0.610196 -0.088666 -2.52 0.87 1.21 0.760
S 1.818101 -0.496296 -0.354746 2.36 1.84 3.01 0.539
H -3.936901 -0.487085 -0.433074 2.76 -1.09 0.80 0.202
H -1.663610 2.726103 -0.623041 1.05 -0.30 0.66 0.084
H 0.108674 2.970751 0.210107 -1.42 -0.71 -0.10 0.097
H -0.056210 2.562205 -1.408581 -0.07 -0.10 -0.87 0.050
H 2.443687 -1.680993 1.620930 0.45 0.53 0.87 0.059
H 0.760764 -2.041838 1.123271 -0.43 0.15 0.54 0.049
H 2.108828 -2.779754 0.359642 0.40 -0.66 -0.96 0.052
```
Positions in Å, forces in eV/Å.